A | The following is a quantum chemistry calculation of C26H22Br2N6O6S2Ta as an isolated structure, from OMol25.

XYZ file:
```
65
C26H22Br2N6O6S2Ta | OMol25 | ωB97M-V with the def2-TZVPD basis set
Ta -0.045 0.069 -0.190
C 1.998 3.069 -2.540
C 1.176 1.827 -2.432
O 0.982 1.421 -1.200
C 0.668 1.173 -3.502
C -0.082 -0.045 -3.416
C -0.539 -0.674 -4.695
N -0.376 -0.605 -2.279
N -1.099 -1.798 -2.399
C -1.586 -2.138 -1.266
O -1.377 -1.423 -0.169
C -2.402 -3.358 -1.120
C -3.048 -3.610 0.086
C -3.824 -4.750 0.231
C -3.953 -5.641 -0.823
C -3.307 -5.390 -2.028
C -2.535 -4.252 -2.179
H 1.462 3.897 -2.072
H 2.213 3.319 -3.576
H 2.929 2.935 -1.986
H 0.855 1.572 -4.487
H -0.214 -0.085 -5.549
H -1.627 -0.748 -4.686
H -0.157 -1.691 -4.776
H -2.946 -2.902 0.898
H -4.331 -4.941 1.168
H -4.559 -6.532 -0.709
H -3.408 -6.086 -2.852
H -2.027 -4.041 -3.110
Br -2.131 -0.145 2.910
C -0.494 -1.077 2.933
C -0.164 -1.780 4.082
C 0.988 -2.543 4.084
C 1.757 -2.606 2.934
C 1.358 -1.869 1.842
N 0.268 -1.086 1.845
C 2.117 -1.933 0.540
O 3.145 -2.556 0.449
O 1.534 -1.285 -0.438
H -0.817 -1.726 4.941
H 1.268 -3.098 4.969
H 2.653 -3.204 2.853
S -3.063 1.094 -1.812
C -1.866 1.296 -0.731
Br 1.324 5.116 4.974
C 0.034 4.923 3.604
C -0.886 5.941 3.384
N -1.812 5.863 2.429
C -1.853 4.778 1.674
C -0.965 3.699 1.829
C 0.014 3.787 2.830
C -1.032 2.545 0.997
O -1.926 2.477 0.018
O -0.268 1.519 1.164
H -0.873 6.839 3.989
H -2.617 4.742 0.907
H 0.733 2.991 2.967
N 5.089 1.898 0.336
C 4.003 1.104 0.226
N 3.913 0.366 -0.885
S 2.827 1.110 1.429
H 5.861 1.839 -0.304
H 5.208 2.405 1.194
H 4.685 0.292 -1.524
H 3.145 -0.288 -0.980
```

Calculated values
Molecular weight = 919.39 g/mol
Spin multiplicity = 2
HOMO (spin up / spin down) = -5.9 / -7.7 eV
⟨S²⟩ = 0.782

***

B | The following is a quantum chemistry calculation of C26H22Br2N6O6S2Ta as an isolated structure, from OMol25.

XYZ file:
```
65
C26H22Br2N6O6S2Ta | OMol25 | ωB97M-V with the def2-TZVPD basis set
Ta -0.269 -0.104 -0.292
C 0.142 1.052 3.522
C 1.059 1.201 2.342
O 0.494 0.841 1.140
C 2.557 0.871 2.475
C 3.176 0.148 1.325
C 4.030 0.896 0.358
N 2.904 -1.079 1.118
N 2.117 -1.728 2.056
C 0.959 -2.085 1.653
O 0.455 -1.779 0.451
C 0.067 -2.865 2.545
C 0.489 -3.224 3.824
C -0.358 -3.930 4.659
C -1.632 -4.283 4.226
C -2.052 -3.929 2.955
C -1.206 -3.221 2.113
H -0.753 1.656 3.369
H 0.638 1.383 4.434
H -0.151 0.007 3.635
H 2.869 0.537 3.462
H 4.803 1.456 0.886
H 3.410 1.620 -0.180
H 4.488 0.217 -0.358
H 1.481 -2.941 4.148
H -0.027 -4.205 5.652
H -2.294 -4.832 4.883
H -3.043 -4.200 2.613
H -1.536 -2.946 1.120
Br -0.200 -3.395 -2.377
C -1.583 -2.106 -2.547
C -2.501 -2.279 -3.529
C -3.659 -1.457 -3.558
C -3.878 -0.632 -2.480
C -2.914 -0.521 -1.490
N -1.651 -1.130 -1.585
C -3.133 0.217 -0.254
O -4.144 0.778 0.082
O -2.008 0.197 0.517
H -2.361 -3.076 -4.244
H -4.382 -1.549 -4.355
H -4.793 -0.071 -2.349
S 2.446 3.788 2.098
C 2.091 2.258 2.298
Br -0.243 7.971 -2.222
C -0.904 6.201 -2.235
C -2.192 5.953 -2.688
N -2.719 4.735 -2.719
C -1.972 3.721 -2.294
C -0.669 3.880 -1.833
C -0.119 5.153 -1.800
C 0.159 2.728 -1.366
O 1.309 2.857 -1.016
O -0.484 1.568 -1.374
H -2.814 6.770 -3.035
H -2.419 2.735 -2.317
H 0.890 5.302 -1.441
N 2.758 -1.950 -3.666
C 2.509 -1.573 -2.407
N 3.052 -2.241 -1.413
S 1.551 -0.157 -2.210
H 3.336 -2.745 -3.877
H 2.235 -1.520 -4.408
H 3.590 -3.075 -1.592
H 3.003 -1.870 -0.445
```

Calculated values
Molecular weight = 919.39 g/mol
Spin multiplicity = 2
HOMO (spin up / spin down) = -6.1 / -8.5 eV
⟨S²⟩ = 0.773

***

What are the relative energies? In kcal/mol: A 0.0; B 26.9.